[1]
{"formula": "H35O17", "method": "ωB97M-V with the def2-TZVPD basis set", "charge": 1, "relative_energy_kj_mol": 642.6, "homo_lumo_gap_ev": 10.14, "e_homo_ha": -0.46946, "symbols": ["O", "H", "H", "O", "H", "H", "O", "H", "H", "O", "H", "H", "O", "H", "O", "H", "H", "O", "H", "H", "O", "H", "H", "O", "H", "H", "O", "H", "H", "O", "H", "H", "O", "H", "H", "O", "H", "H", "O", "H", "H", "O", "H", "H", "O", "H", "H", "O", "H", "H", "H", "H"], "xyz": [[-2.1495, -1.4656, -0.2131], [-1.6167, 2.9631, -0.9196], [-1.3058, 4.1433, -0.0771], [-1.1102, 3.8754, -1.0539], [-4.8764, 0.0803, -0.9704], [4.8803, -3.0723, 0.7499], [0.0170, -3.1610, -0.4977], [0.6243, -2.4293, -0.5034], [-1.1489, -0.0917, 0.3211], [4.7633, 0.8748, 0.2058], [5.2865, 0.4303, -0.4060], [-2.2904, 1.1780, 0.8155], [-1.4817, 0.7557, 1.2590], [1.6280, -1.7912, 2.5240], [2.2853, 0.9235, 1.2698], [1.9700, 1.6166, 1.9346], [2.3426, -1.0130, -4.6658], [-0.0919, 3.4596, 2.7052], [3.9856, -3.5010, -1.8401], [-0.5872, 0.8537, -3.0267], [-3.0527, 0.6555, 3.2938], [-2.9838, -1.0463, 0.0754], [-3.3094, 0.0402, 4.0120], [-4.5662, -0.2219, -0.0369], [4.4639, -1.6114, 1.5840], [-5.5700, -0.5847, 0.1265], [2.2811, -1.0614, -3.7868], [-0.5885, 3.9110, 3.4083], [2.9029, -0.3995, -3.4157], [-2.4908, -0.8412, -2.6947], [-4.6854, 3.0783, 0.6344], [0.9938, 0.4094, 0.4246], [-0.2147, 0.0961, -2.5279], [-3.1691, -0.8942, -3.3430], [0.5106, -0.2062, -3.2251], [-3.7943, 2.7640, 0.3949], [-2.2170, -1.7123, -1.2222], [0.4696, -3.8779, -0.3930], [0.1994, -0.0675, -0.0005], [-0.0134, 2.4795, 2.8671], [2.9402, 0.3314, 1.7932], [2.5594, -1.4618, 2.1126], [-3.6605, 3.2685, -0.4546], [-3.3528, 1.4979, 3.4335], [4.5247, -2.5572, 1.4559], [0.2872, 0.0693, -0.9057], [3.9625, 0.9931, -0.3019], [3.2324, -2.9707, -1.5191], [3.6153, -2.4534, -0.7552], [-1.7889, 0.4013, 2.1707], [-1.7368, -0.5582, -3.2207], [3.1270, -2.0987, 2.4050]], "atomic_forces_ev_per_a": [[0.2, 0.0, -1.1], [1.8, 2.4, -1.1], [1.0, 0.0, -2.3], [-2.7, -2.6, 3.4], [1.8, -0.3, 1.9], [0.8, 0.7, -0.8], [-4.6, 6.2, -0.9], [0.3, 0.4, 0.0], [1.4, 0.3, 1.4], [-1.1, 0.7, 1.3], [2.0, -1.2, -1.5], [1.0, -0.5, 1.4], [-2.5, -0.1, -0.2], [3.2, 1.5, -1.6], [0.5, 1.1, 2.5], [0.9, -1.2, -1.5], [0.5, 0.3, -5.5], [0.1, -1.1, -0.1], [-0.5, 0.3, 0.1], [0.3, -0.1, 0.8], [1.2, -4.2, 0.0], [0.1, -0.6, -0.8], [0.0, 0.9, -0.5], [-5.8, -0.4, -2.2], [1.2, 0.2, -1.6], [3.7, 0.8, 0.4], [-0.3, 0.7, 5.8], [0.3, -0.8, -0.1], [-0.5, -0.8, -0.5], [-0.3, 0.2, -0.4], [0.4, -0.4, 0.2], [-1.1, -0.7, 0.2], [2.3, 0.3, -3.7], [-1.3, -0.4, -0.7], [-1.4, 0.3, 2.2], [-0.3, 1.2, -1.4], [0.0, 1.0, 2.8], [4.4, -6.8, 0.9], [1.1, -0.7, 2.0], [-0.6, 1.8, 0.2], [-1.9, 1.1, -1.3], [-6.7, 1.5, 1.1], [0.0, -0.7, 1.2], [-1.3, 3.2, 0.9], [-0.2, -1.3, 1.8], [0.1, 0.2, -3.0], [-0.7, 0.4, 0.3], [1.2, 0.6, 1.1], [-0.8, -0.8, -1.1], [-0.2, 0.7, -1.8], [0.4, -0.3, 0.5], [2.2, -3.2, 1.2]]}

[2]
{"formula": "C27H61N10O10", "method": "ωB97M-V with the def2-TZVPD basis set", "charge": 1, "homo_lumo_gap_ev": 6.92, "e_homo_ha": -0.37121, "symbols": ["C", "C", "O", "O", "C", "C", "C", "C", "C", "N", "C", "N", "N", "C", "O", "N", "O", "H", "H", "H", "H", "H", "H", "H", "H", "H", "H", "H", "H", "H", "H", "H", "H", "H", "H", "H", "C", "O", "N", "C", "C", "H", "H", "H", "H", "H", "H", "H", "C", "O", "N", "C", "C", "H", "H", "H", "H", "H", "H", "H", "C", "O", "N", "C", "C", "H", "H", "H", "H", "H", "H", "H", "C", "O", "N", "C", "C", "H", "H", "H", "H", "H", "H", "H", "C", "O", "N", "C", "C", "H", "H", "H", "H", "H", "H", "H", "C", "O", "N", "C", "C", "H", "H", "H", "H", "H", "H", "H"], "xyz": [[6.2900, -0.2035, 1.2006], [5.6039, 0.4366, 0.0180], [5.5978, -0.0277, -1.0938], [4.9045, 1.5735, 0.2474], [5.2773, 2.4472, 1.3336], [4.2394, 3.5483, 1.3539], [2.9992, 3.1883, 2.1865], [1.6835, 3.6777, 1.5561], [0.8889, 2.4862, 1.0412], [-0.2142, 2.8944, 0.1381], [-1.3231, 2.1597, -0.0287], [-1.7704, 1.9615, -1.2830], [-1.9856, 1.7308, 1.0357], [-3.1557, 0.8835, 1.0298], [-4.2670, 1.7086, 1.2724], [-5.3744, 0.9086, 1.9559], [-6.0810, 0.4608, 1.1817], [6.5430, -1.2244, 0.9289], [7.2020, 0.3447, 1.4472], [5.6548, -0.1957, 2.0841], [6.2840, 2.8329, 1.1894], [5.2547, 1.8983, 2.2761], [4.7017, 4.4497, 1.7569], [3.9293, 3.7338, 0.3237], [2.9540, 2.0978, 2.2844], [3.0929, 3.5844, 3.1967], [1.0738, 4.2283, 2.2734], [1.8821, 4.3463, 0.7153], [1.5494, 1.8153, 0.4854], [0.4787, 1.9197, 1.8777], [0.1453, 3.1143, -0.7847], [-1.2037, 1.3783, -1.8807], [-2.7664, 1.8551, -1.4512], [-1.6758, 2.0636, 1.9371], [-3.0479, 0.1298, 1.8147], [-3.2266, 0.3791, 0.0649], [-11.6486, -0.5834, 0.2857], [-12.1190, 0.5385, 0.2190], [-10.3343, -0.8234, 0.4944], [-9.7966, -2.1668, 0.5654], [-9.4550, 0.3175, 0.6519], [-12.2465, -1.4993, 0.1856], [-9.3298, -2.3437, 1.5382], [-9.0444, -2.3210, -0.2135], [-10.6000, -2.8879, 0.4282], [-9.7645, 0.9265, 1.5029], [-9.4856, 0.9522, -0.2354], [-8.4403, -0.0383, 0.8099], [-4.3302, 2.1961, -4.1489], [-3.7537, 2.4348, -3.0925], [-3.7403, 2.2032, -5.3469], [-4.4764, 1.9299, -6.5690], [-2.3205, 2.5029, -5.4311], [-5.4053, 1.9700, -4.1873], [-4.0635, 1.0594, -7.0798], [-4.4320, 2.7856, -7.2432], [-5.5180, 1.7315, -6.3264], [-1.7391, 1.7715, -4.8684], [-2.1116, 3.4914, -5.0225], [-2.0154, 2.4701, -6.4732], [3.0444, -3.1332, -3.1796], [2.1331, -3.6517, -3.7959], [4.2626, -3.6782, -3.0013], [5.2860, -2.9909, -2.2405], [4.5333, -4.9788, -3.5873], [2.9488, -2.1435, -2.6996], [6.1685, -2.7956, -2.8526], [5.5893, -3.5858, -1.3750], [4.8990, -2.0371, -1.8947], [4.4118, -4.9475, -4.6702], [3.8449, -5.7295, -3.1983], [5.5542, -5.2656, -3.3468], [-13.4478, -4.6447, -0.0493], [-12.7064, -3.7675, 0.3647], [-14.7864, -4.5731, -0.0097], [-15.6323, -5.6370, -0.5096], [-15.3982, -3.3802, 0.5559], [-13.0694, -5.5780, -0.4949], [-16.2723, -5.2775, -1.3172], [-16.2662, -6.0349, 0.2845], [-15.0098, -6.4431, -0.8930], [-15.0982, -2.4922, -0.0003], [-15.0902, -3.2457, 1.5926], [-16.4791, -3.4863, 0.5103], [8.7054, 2.3261, 3.4988], [7.5867, 2.6807, 3.1434], [8.9994, 1.8653, 4.7199], [10.3510, 1.4663, 5.0713], [7.9392, 1.7664, 5.7065], [9.5744, 2.3516, 2.8251], [10.3799, 0.4128, 5.3529], [10.7165, 2.0649, 5.9077], [11.0004, 1.6069, 4.2126], [7.1486, 1.0997, 5.3592], [7.4937, 2.7436, 5.8944], [8.3575, 1.3767, 6.6309], [11.7321, 0.4333, 1.0729], [11.5913, 0.5715, 2.2764], [11.1078, -0.5082, 0.3454], [11.2957, -0.6316, -1.0859], [10.2195, -1.4310, 1.0308], [12.3954, 1.0801, 0.4776], [10.3494, -0.5020, -1.6141], [11.7069, -1.6096, -1.3414], [11.9898, 0.1348, -1.4249], [9.4126, -0.8905, 1.5279], [10.7606, -1.9937, 1.7915], [9.7987, -2.1197, 0.3022]], "atomic_forces_ev_per_a": [[0.1, 0.0, -0.2], [-0.2, 0.1, 0.0], [0.0, 0.0, 0.3], [0.2, -0.2, -0.2], [-0.2, -0.1, 0.1], [-0.1, 0.0, 0.2], [-0.1, 0.0, -0.1], [-0.1, -0.2, 0.1], [-0.1, 0.2, 0.2], [0.8, -1.0, -0.7], [-0.4, 0.1, 0.2], [-0.3, -0.3, 0.3], [0.1, -0.1, 0.2], [-0.1, 0.1, 0.1], [-0.1, 0.1, -0.2], [0.1, -0.2, 0.1], [0.0, 0.1, 0.0], [0.0, 0.0, 0.0], [-0.1, 0.0, 0.0], [0.0, 0.0, 0.0], [0.0, -0.1, -0.1], [0.2, 0.1, 0.0], [-0.1, 0.1, -0.1], [0.2, 0.1, 0.0], [0.0, 0.0, 0.1], [0.1, 0.0, 0.0], [0.0, 0.1, -0.1], [0.0, 0.1, 0.1], [0.0, 0.0, 0.0], [0.0, 0.0, 0.0], [0.0, 0.5, 0.1], [0.2, 0.4, -0.2], [0.0, 0.1, -0.2], [-0.1, 0.1, 0.0], [0.0, 0.0, 0.0], [0.0, 0.0, 0.0], [0.0, 0.0, 0.0], [0.0, 0.0, 0.0], [0.0, 0.0, 0.0], [0.0, 0.1, 0.0], [-0.1, 0.0, 0.0], [0.0, 0.0, 0.0], [0.0, 0.0, 0.0], [0.0, 0.0, 0.0], [0.0, 0.0, 0.0], [0.0, 0.0, 0.0], [0.0, 0.0, 0.0], [0.0, 0.0, 0.0], [-0.1, 0.1, 0.0], [0.1, -0.2, 0.0], [0.0, 0.0, 0.0], [0.0, 0.0, 0.0], [0.0, 0.0, 0.0], [0.0, 0.0, 0.0], [0.0, 0.0, 0.0], [0.0, 0.0, 0.0], [0.0, 0.0, 0.0], [0.0, 0.0, 0.0], [0.0, 0.0, 0.0], [0.0, 0.0, 0.0], [0.0, 0.0, 0.0], [0.0, 0.0, 0.0], [0.0, 0.1, 0.0], [0.0, -0.1, -0.1], [0.0, 0.0, 0.0], [0.0, 0.0, 0.0], [0.0, 0.0, 0.0], [0.0, 0.0, 0.0], [0.1, 0.0, 0.0], [0.0, 0.0, 0.0], [0.0, 0.0, 0.0], [0.0, 0.0, 0.0], [0.0, 0.0, 0.0], [0.0, -0.1, 0.0], [0.0, 0.0, 0.0], [0.0, 0.0, 0.0], [0.0, 0.0, 0.0], [0.0, 0.0, 0.0], [0.0, 0.0, 0.0], [0.0, 0.0, 0.0], [0.0, 0.0, 0.0], [0.0, 0.0, 0.0], [0.0, 0.0, 0.0], [0.0, 0.0, 0.0], [0.0, 0.0, 0.0], [0.0, -0.1, 0.0], [0.0, 0.0, 0.0], [0.0, 0.1, 0.1], [0.0, 0.0, 0.0], [0.0, 0.0, 0.0], [0.0, 0.0, 0.0], [0.0, 0.0, 0.0], [0.0, 0.0, 0.0], [0.0, 0.0, 0.0], [0.0, 0.0, 0.0], [0.0, 0.0, 0.0], [0.0, 0.0, 0.0], [-0.1, 0.0, -0.1], [0.0, 0.0, 0.0], [0.0, 0.0, 0.0], [0.0, 0.0, 0.0], [0.0, 0.0, 0.0], [0.0, 0.0, 0.0], [0.0, 0.0, 0.0], [0.0, 0.0, 0.0], [0.0, 0.0, 0.0], [0.0, 0.0, 0.0], [0.0, 0.0, 0.0]]}

[3]
{"formula": "C35H54N5O10RuS4", "method": "ωB97M-V with the def2-TZVPD basis set", "charge": 0, "spin_multiplicity": 6, "relative_energy_kj_mol": 124.1, "homo_lumo_gap_ev": [6.71, 6.92], "e_homo_ha": [-0.26957, -0.29917], "symbols": ["Ru", "C", "O", "C", "C", "O", "C", "C", "O", "C", "H", "H", "H", "H", "H", "H", "H", "H", "H", "H", "H", "H", "H", "H", "S", "C", "C", "N", "C", "H", "H", "H", "C", "C", "S", "O", "O", "C", "C", "N", "C", "N", "C", "C", "N", "O", "O", "C", "H", "H", "H", "H", "H", "H", "H", "H", "H", "H", "H", "H", "H", "O", "S", "O", "O", "S", "C", "C", "C", "C", "C", "C", "C", "C", "N", "C", "C", "C", "C", "C", "C", "C", "C", "C", "C", "H", "H", "H", "H", "H", "H", "H", "H", "H", "H", "H", "H", "H", "H", "H", "H", "H", "H", "H", "H", "H", "H", "H", "H"], "xyz": [[1.4829, -0.0885, 2.4112], [4.1759, 0.4837, -2.7281], [3.1360, 1.3968, -2.7223], [3.3145, 2.2931, -3.8363], [2.0274, 3.0209, -4.0391], [1.0620, 2.0314, -4.4251], [0.7197, 2.0336, -5.8092], [-0.5376, 1.1397, -5.9374], [-1.5021, 1.7216, -5.0958], [-2.7594, 0.9336, -4.9853], [5.1202, 0.8971, -2.4504], [3.8800, -0.2457, -2.0091], [4.2522, 0.0605, -3.7278], [4.2013, 2.9603, -3.6180], [3.4922, 1.6009, -4.6909], [1.6803, 3.4124, -3.0544], [2.1439, 3.8990, -4.6832], [0.4725, 3.0805, -6.0880], [1.6084, 1.7038, -6.4408], [-0.9190, 1.1192, -6.9666], [-0.2339, 0.1033, -5.6681], [-3.0130, 0.7385, -5.9808], [-2.6478, 0.0105, -4.4161], [-3.4327, 1.6772, -4.6509], [-0.9467, 0.3423, 6.8091], [-1.6427, -0.8019, 5.7857], [-0.9343, -0.7996, 4.5790], [0.1340, 0.0652, 4.5668], [0.2213, 0.7366, 5.6638], [-2.5584, -1.2793, 6.1184], [-1.2039, -1.4081, 3.7435], [1.0279, 1.4357, 5.8838], [-6.0521, 3.9123, -1.1633], [-4.7459, 3.1690, -0.7606], [-3.5161, 3.8842, -1.8399], [-3.7531, 3.4298, -3.2130], [-3.4869, 5.2732, -1.5127], [-1.9456, 3.2258, -1.1699], [-1.4516, 4.0876, 0.0050], [-0.2187, 3.4999, 0.6518], [-0.2520, 2.4067, 1.4499], [0.9502, 1.9244, 1.6707], [1.8048, 2.6301, 0.9023], [1.1149, 3.5697, 0.2471], [1.5873, 4.4302, -0.8252], [2.7450, 4.3180, -1.0719], [0.7615, 5.2114, -1.2986], [-1.5052, 1.8063, 2.0338], [-6.8768, 3.6111, -0.4841], [-6.3297, 3.7764, -2.1854], [-5.9251, 4.9787, -0.9206], [-4.9707, 2.0872, -0.7699], [-4.3856, 3.5707, 0.1882], [-1.3006, 3.2177, -2.0937], [-2.1971, 2.1619, -1.0114], [-2.1899, 4.0827, 0.8630], [-1.2372, 5.1362, -0.2526], [2.8165, 2.4285, 0.8385], [-1.8067, 2.3810, 2.9655], [-1.3027, 0.8016, 2.2929], [-2.3782, 1.7700, 1.3349], [3.1414, -0.0531, 3.9675], [4.2243, 0.5168, 3.1586], [4.1718, 1.9838, 3.1180], [5.5059, 0.0257, 3.5815], [3.5969, -0.3053, 1.2636], [-4.0601, -1.0888, 0.5406], [-2.6099, -1.1237, 0.1057], [-2.0663, -0.7093, -1.1430], [-0.6874, -0.5318, -1.3247], [-0.2046, 0.0374, -2.6639], [0.1829, -1.0669, -0.3612], [-0.3206, -1.5513, 0.8550], [-1.6988, -1.5960, 1.0355], [0.5733, -1.8526, 1.8751], [1.0961, -3.2089, 2.0454], [-0.0804, -4.1720, 2.2683], [0.4352, -5.5942, 2.4808], [1.2722, -6.0483, 1.2368], [2.3993, -5.0190, 0.9487], [3.3150, -5.0296, 2.2832], [2.5189, -4.6000, 3.5046], [1.3815, -5.5538, 3.7645], [1.9343, -3.1836, 3.3055], [1.9031, -3.6472, 0.8031], [-4.5794, -0.2633, 0.0378], [-4.2170, -1.1783, 1.6358], [-4.6081, -1.9219, 0.0888], [-2.6369, -0.5758, -2.0391], [0.8817, 0.3535, -2.6423], [-0.7508, 0.9376, -2.9840], [-0.2885, -0.7371, -3.3832], [1.2955, -0.9168, -0.5179], [-2.1119, -1.9575, 2.0090], [-0.7034, -4.1737, 1.3626], [-0.6299, -3.7431, 3.1196], [-0.4289, -6.2075, 2.6337], [0.6050, -6.0397, 0.3869], [1.7209, -7.0788, 1.3650], [2.9719, -5.3822, 0.1232], [4.1761, -4.3480, 2.0968], [3.6848, -6.0050, 2.4813], [3.2394, -4.6508, 4.3462], [0.9069, -5.2956, 4.7496], [1.7745, -6.5152, 3.9351], [2.7811, -2.5288, 3.4052], [1.3348, -2.9933, 4.2006], [1.1866, -3.5704, -0.0415], [2.6977, -2.8931, 0.5737]], "atomic_forces_ev_per_a": [[0.2, -1.1, 0.6], [-0.5, -0.6, -0.1], [-0.3, 1.6, -0.6], [0.8, -0.6, 0.8], [-0.6, -0.3, 1.1], [0.1, 0.8, -0.7], [0.2, 0.3, -0.1], [1.0, 0.3, 0.0], [-1.0, -1.2, 0.6], [2.6, 1.4, -0.4], [0.8, 0.5, 0.3], [0.2, -0.9, 0.5], [0.2, -0.5, -0.1], [-0.8, -0.5, -0.5], [0.2, 0.9, 0.0], [0.3, -0.3, -0.8], [-0.3, -0.3, -0.4], [0.0, -0.5, -0.1], [-1.1, 0.1, 0.5], [0.2, 0.0, -0.1], [-0.4, 0.4, 0.1], [-0.7, -0.9, -1.6], [0.0, 0.2, 0.2], [-0.9, 0.2, 1.0], [-0.1, 0.4, 0.9], [0.5, 0.3, -1.4], [-1.0, 0.1, 2.2], [-0.4, -0.8, -1.5], [0.8, 0.5, 0.6], [0.3, -0.2, -0.4], [0.3, -0.1, -0.4], [-0.2, -0.2, -0.2], [-0.1, 0.5, 2.2], [-1.3, 0.8, -0.4], [0.5, -1.9, -1.1], [0.5, 0.5, 1.7], [-0.2, 1.1, -0.1], [-0.3, 0.0, -1.9], [0.0, -0.5, 1.6], [-0.4, -0.7, -1.1], [-1.6, 0.3, 0.4], [-0.3, -0.6, 0.1], [-0.3, 0.4, -0.2], [-0.9, 1.0, -1.0], [-1.7, 0.1, 2.0], [1.1, 0.4, -1.0], [0.9, -0.4, -0.4], [-0.8, 1.9, 0.2], [0.4, -0.2, -0.6], [-0.1, -0.2, -0.6], [0.0, -0.3, -0.5], [1.0, 0.4, -0.2], [-0.3, -0.5, 0.3], [-0.2, 0.3, 1.0], [0.5, 0.3, 0.6], [0.6, 0.1, -1.1], [-0.2, -0.8, -0.1], [1.8, -0.4, 0.0], [0.3, -0.7, -1.0], [0.2, -1.0, 0.4], [0.8, 0.3, 0.4], [-2.1, -0.5, 0.9], [2.1, 1.9, -0.5], [-0.6, -1.1, -0.6], [0.0, -0.5, -0.5], [0.5, 0.5, 0.6], [-0.4, -0.5, -1.3], [0.7, -0.2, -0.4], [0.1, 0.1, 1.0], [-0.1, -0.9, -0.4], [1.3, 1.0, 1.6], [0.9, 1.6, -0.5], [0.2, 0.0, -1.1], [-0.7, 0.0, 1.3], [0.5, 0.6, 0.4], [0.0, 0.8, 0.1], [0.4, 0.2, -0.7], [1.5, 0.7, 1.2], [0.1, 0.3, 0.7], [0.9, -1.9, 3.3], [-0.4, 1.2, -1.9], [0.4, 0.4, 0.1], [-1.3, 0.3, -0.3], [0.7, -1.7, 1.2], [-1.0, 2.0, -1.0], [0.1, 0.3, 0.7], [0.2, 0.5, -0.8], [0.2, -0.4, 0.2], [-0.9, 0.6, -0.1], [-1.2, -0.5, 0.2], [0.0, -0.5, 0.1], [-0.2, -0.6, -1.0], [-1.4, -0.4, 0.3], [0.5, 0.3, -0.9], [-0.1, 0.2, 0.2], [-0.2, -0.6, -0.1], [-0.3, -0.8, 0.2], [-0.3, -0.3, -0.4], [-0.6, 1.1, -0.1], [0.5, 0.0, -0.7], [-0.5, -0.4, 0.3], [0.5, -1.0, -0.1], [-0.5, 0.4, -0.1], [-0.2, 0.0, -1.1], [0.5, -1.5, 0.1], [0.2, 0.9, -0.8], [-0.4, 0.3, -0.2], [0.3, -0.1, 0.2], [-0.4, -0.7, 0.4]]}